{
  "formula": "C26H46N3O17PS",
  "method": "ωB97M-V/def2-TZVPD",
  "charge": 0,
  "lumo_ev": -1.6,
  "e_homo_ha": -0.3197,
  "multiplicity": 1,
  "homo_lumo_gap_ev": 7.111,
  "energy_ha": -3201.216934,
  "symbols": ["N", "P", "O", "O", "C", "C", "C", "C", "C", "N", "S", "N", "C", "H", "H", "H", "H", "H", "H", "C", "C", "O", "C", "O", "O", "C", "H", "H", "H", "H", "H", "H", "H", "H", "C", "C", "O", "C", "O", "O", "C", "H", "H", "H", "H", "H", "H", "H", "H", "C", "C", "O", "C", "O", "O", "C", "H", "H", "H", "H", "H", "H", "H", "H", "C", "C", "O", "C", "O", "O", "C", "H", "H", "H", "H", "H", "H", "H", "H", "C", "C", "O", "C", "O", "O", "C", "H", "H", "H", "H", "H", "H", "H", "H"],
  "xyz": [[0.45235, 2.24443, 2.48952], [-0.67593, 2.59713, 1.42547], [-1.19376, 4.15747, 1.67093], [-0.02294, 2.47169, -0.09168], [-2.03079, 1.32228, 1.71238], [-1.59187, -0.05496, 1.79225], [-2.58753, -1.17219, 2.05252], [-3.99155, -0.76946, 2.21606], [-4.43774, 0.65570, 2.13512], [-5.72255, 1.16793, 2.27895], [-5.55544, 2.83069, 2.07665], [-3.92226, 3.10978, 1.83484], [-3.44598, 1.78856, 1.87123], [0.59849, 3.04438, 3.11247], [-1.34600, 4.24275, 2.63498], [0.69959, 1.80923, -0.07051], [-0.51818, -0.33054, 1.65994], [-2.25104, -2.23701, 2.14311], [-4.72819, -1.58251, 2.41229], [5.80459, 1.90368, -2.38368], [6.64107, 1.85913, -1.12104], [6.17538, 2.80381, -0.14974], [5.03842, 2.48155, 0.47926], [4.38813, 1.47838, 0.30638], [4.73134, 3.47580, 1.31813], [3.47326, 3.30702, 1.97886], [5.77476, 2.91843, -2.78688], [6.21427, 1.23189, -3.13984], [4.77345, 1.60851, -2.18770], [7.66815, 2.13985, -1.35750], [6.67203, 0.85525, -0.69042], [3.42744, 2.35231, 2.50225], [2.66041, 3.38975, 1.25913], [3.37252, 4.10720, 2.71126], [2.96281, -2.81657, -6.58099], [4.11476, -2.04514, -5.96378], [3.64592, -1.06182, -5.03213], [3.20823, -1.53259, -3.85845], [3.18159, -2.68948, -3.52306], [2.77998, -0.49600, -3.12696], [2.18436, -0.87466, -1.88633], [2.24681, -2.13014, -7.03899], [3.32792, -3.50974, -7.34036], [2.41798, -3.38949, -5.83025], [4.64497, -1.50331, -6.74821], [4.83773, -2.71003, -5.48537], [2.86176, -1.49251, -1.29662], [1.24509, -1.39782, -2.06923], [1.97333, 0.03532, -1.32647], [0.14364, -4.83993, 5.99812], [-1.24750, -4.29248, 5.74304], [-1.89037, -4.97795, 4.65912], [-2.32387, -6.21562, 4.92670], [-2.22734, -6.78857, 5.98176], [-2.86409, -6.71942, 3.80928], [-3.27022, -8.08343, 3.93030], [0.74038, -4.80510, 5.08381], [0.64665, -4.26157, 6.77456], [0.10918, -5.88205, 6.31648], [-1.17366, -3.24529, 5.44658], [-1.86914, -4.33102, 6.64059], [-3.95440, -8.21729, 4.76869], [-2.39540, -8.72423, 4.04141], [-3.78915, -8.35666, 3.01271], [-6.95413, 1.04178, 4.88090], [-5.81750, 1.83356, 5.49045], [-6.29897, 2.81310, 6.42034], [-6.72183, 2.33924, 7.59770], [-6.72469, 1.18339, 7.93840], [-7.16449, 3.37096, 8.32848], [-7.74650, 2.98625, 9.57430], [-7.68650, 1.70962, 4.42082], [-6.57722, 0.35654, 4.12817], [-7.48244, 0.46138, 5.63868], [-5.29995, 2.37541, 4.70139], [-5.07928, 1.18562, 5.96967], [-7.05450, 2.38239, 10.16211], [-8.67672, 2.44524, 9.39983], [-7.97028, 3.89589, 10.12970], [2.19771, 2.59265, -7.90361], [2.49614, 1.13615, -8.20169], [2.49149, 0.87743, -9.61223], [3.55166, 1.33079, -10.29015], [4.49440, 1.91910, -9.82353], [3.37591, 1.03788, -11.58537], [4.39254, 1.56542, -12.43807], [1.25529, 2.89112, -8.36840], [2.13304, 2.75802, -6.82708], [2.97174, 3.24767, -8.30426], [1.71238, 0.51362, -7.76822], [3.44310, 0.81698, -7.75950], [5.38322, 1.24491, -12.11421], [4.32956, 2.65343, -12.46414], [4.21495, 1.18106, -13.44141]]
}

***

{
  "formula": "C36H59N6O4S2SiTi",
  "method": "ωB97M-V/def2-TZVPD",
  "charge": 3,
  "lumo_ev": -9.6,
  "e_homo_ha": -0.5886,
  "multiplicity": 1,
  "homo_lumo_gap_ev": 6.464,
  "e_above_lowest_ev": 0.067,
  "energy_ha": -3971.436328,
  "symbols": ["Ti", "C", "C", "C", "C", "O", "Si", "S", "O", "C", "C", "C", "C", "O", "C", "C", "C", "C", "H", "H", "H", "H", "H", "H", "H", "H", "H", "H", "H", "H", "H", "H", "H", "H", "H", "H", "H", "H", "H", "H", "H", "H", "H", "H", "H", "C", "N", "C", "C", "C", "N", "C", "C", "H", "H", "H", "H", "H", "H", "H", "H", "H", "H", "H", "H", "H", "H", "H", "H", "N", "C", "C", "C", "C", "C", "C", "S", "N", "C", "C", "C", "C", "C", "C", "N", "H", "H", "H", "H", "H", "H", "H", "H", "H", "O", "C", "C", "C", "C", "C", "C", "N", "H", "H", "H", "H", "H", "H", "H"],
  "xyz": [[0.65262, -0.25019, -1.04981], [-3.99713, 2.14996, 1.35794], [-2.62058, 2.71157, 1.65935], [-2.47769, 3.04419, 3.13355], [-2.32578, 3.92801, 0.79541], [-1.60590, 1.65604, 1.29295], [-1.22912, 0.38136, 2.27109], [0.05857, -0.89055, 0.97009], [-0.26219, 0.85694, 3.45333], [0.08811, 0.28951, 4.76802], [0.58307, -1.13106, 4.56235], [1.18668, 1.18890, 5.30903], [-1.13605, 0.33745, 5.66340], [-2.45913, -0.48082, 2.77936], [-3.35625, -1.59851, 2.50144], [-4.55348, -1.41125, 3.41502], [-3.75740, -1.54944, 1.03838], [-2.61112, -2.88063, 2.83112], [-4.74501, 2.92975, 1.50530], [-4.23726, 1.32188, 2.02171], [-4.06733, 1.80925, 0.32195], [-3.21874, 3.79858, 3.39624], [-1.48743, 3.43911, 3.36025], [-2.66645, 2.17140, 3.76198], [-1.26080, 4.14305, 0.75479], [-2.81944, 4.79947, 1.22432], [-2.71093, 3.82236, -0.21948], [1.43039, -1.14225, 3.87117], [-0.20733, -1.77360, 4.16851], [0.91520, -1.55202, 5.51081], [2.07908, 1.15055, 4.68268], [1.46448, 0.87238, 6.31399], [0.83894, 2.22065, 5.36410], [-1.95697, -0.25126, 5.25487], [-1.46902, 1.36675, 5.80081], [-0.87895, -0.06386, 6.64366], [-5.08813, -0.49051, 3.18112], [-4.23714, -1.37550, 4.45693], [-5.24462, -2.24573, 3.29701], [-4.27079, -0.61707, 0.80352], [-4.42873, -2.37744, 0.80913], [-2.87138, -1.64069, 0.40812], [-2.33673, -2.90178, 3.88564], [-1.70598, -2.97416, 2.22643], [-3.24696, -3.74311, 2.63123], [2.78172, 1.30085, 1.55700], [1.80633, 2.13661, 0.85765], [1.29068, 3.12647, 1.81603], [2.43051, 2.88968, -0.22264], [3.15849, 2.04452, -1.22678], [2.31819, 1.10984, -2.04437], [3.32069, 0.32832, -2.82286], [1.56890, 1.93063, -3.03548], [3.62420, 1.88958, 1.94415], [3.17234, 0.53883, 0.88305], [2.28521, 0.80784, 2.39201], [0.63512, 3.82690, 1.30424], [2.11912, 3.70276, 2.24816], [0.74818, 2.63489, 2.61585], [3.16681, 3.60424, 0.17685], [1.65846, 3.49177, -0.70657], [3.93922, 1.45452, -0.74985], [3.66405, 2.71203, -1.93181], [4.08601, 1.00759, -3.20447], [2.85406, -0.15103, -3.67706], [3.80686, -0.40575, -2.18268], [2.27392, 2.40291, -3.72418], [1.00052, 2.70512, -2.53176], [0.89559, 1.30018, -3.61714], [2.31750, -2.94920, -3.93022], [2.21496, -2.31693, -5.20739], [3.13289, -2.59763, -6.20080], [3.05490, -1.90049, -7.40108], [2.09745, -0.91359, -7.58256], [1.19377, -0.61821, -6.56801], [1.24566, -1.34352, -5.38878], [0.00908, -1.18522, -4.14632], [0.97942, -1.46165, -2.72480], [1.90796, -2.38607, -2.79716], [2.57081, -2.72977, -1.52089], [3.39486, -3.82191, -1.35303], [3.98379, -4.03140, -0.11074], [3.71750, -3.13477, 0.90386], [2.85707, -2.07479, 0.65660], [2.28694, -1.85913, -0.53234], [3.02913, -3.66217, -3.86314], [3.89782, -3.35061, -6.05261], [3.75448, -2.12826, -8.19319], [2.04676, -0.37355, -8.51764], [0.43740, 0.14285, -6.71084], [3.57672, -4.52971, -2.15041], [4.63134, -4.88260, 0.05128], [4.15079, -3.24969, 1.88728], [2.60009, -1.38567, 1.44574], [-0.47185, 1.45708, -0.99744], [-1.66263, 1.56677, -1.79966], [-2.18897, 0.18890, -2.05839], [-3.42119, -0.06071, -2.63486], [-3.82551, -1.37556, -2.79314], [-2.98940, -2.40096, -2.36487], [-1.76637, -2.07523, -1.82659], [-1.36362, -0.79743, -1.69210], [-0.73831, 1.67427, -0.03847], [-1.41580, 2.09509, -2.72183], [-2.40100, 2.14968, -1.25405], [-4.05598, 0.76124, -2.93918], [-4.78682, -1.60018, -3.23616], [-3.27947, -3.43813, -2.45282], [-1.07652, -2.83803, -1.48942]]
}